1.
64
Properties=species:S:1:pos:R:3 method="wB97M-V/def2-TZVPD" lumo_energy_ev=0.158 homo_energy_ha=-0.246
Zn -0.165 0.169 0.026
O 0.003 0.029 -2.006
C 1.087 0.255 -2.718
C 0.983 0.224 -4.128
C 2.072 0.411 -4.957
C 3.336 0.649 -4.417
C 3.460 0.707 -3.044
C 2.380 0.523 -2.169
C 2.683 0.680 -0.739
N 1.828 0.565 0.192
N 2.229 0.841 1.493
C 1.207 0.727 2.328
O 0.001 0.401 2.035
C 1.537 1.037 3.757
C 0.522 1.429 4.629
C 0.812 1.727 5.955
C 2.118 1.621 6.423
C 3.130 1.226 5.556
C 2.841 0.942 4.228
H -0.006 0.056 -4.539
H 1.941 0.378 -6.033
H 4.199 0.794 -5.056
H 4.434 0.909 -2.607
H 3.708 0.942 -0.466
H -0.490 1.486 4.248
H 0.019 2.038 6.627
H 2.345 1.837 7.461
H 4.150 1.141 5.918
H 3.623 0.640 3.539
C -5.494 1.762 -0.341
N -4.545 0.899 0.358
C -4.964 -0.485 0.495
C -3.186 1.116 0.195
N -2.316 0.204 0.011
N -2.856 2.466 0.304
C -1.610 3.086 0.150
N -1.699 4.443 0.394
N -0.556 2.443 -0.138
H -6.498 1.494 -0.021
H -5.436 1.647 -1.430
H -5.352 2.813 -0.105
H -5.983 -0.501 0.872
H -4.331 -0.996 1.219
H -4.938 -1.035 -0.455
H -2.719 -0.718 -0.110
H -3.545 3.017 0.780
H -2.573 4.913 0.242
H -0.884 4.986 0.171
H 0.265 3.032 -0.231
C -0.675 -5.266 -1.649
N -0.193 -4.208 -0.791
C 0.209 -4.403 0.589
C 0.298 -2.956 1.093
O 0.677 -2.651 2.194
N -0.127 -2.115 0.067
C -0.393 -2.886 -0.980
N -0.839 -2.377 -2.139
H -0.135 -6.179 -1.413
H -0.486 -5.039 -2.698
H -1.746 -5.451 -1.520
H 1.180 -4.892 0.674
H -0.526 -4.969 1.167
H -0.609 -1.379 -2.260
H -0.799 -2.960 -2.956

***

2.
67
Properties=species:S:1:pos:R:3 method="wB97M-V/def2-TZVPD" lumo_energy_ev="-0.506 / -1.658" homo_energy_ha="-0.277 / -0.279" spin_multiplicity=3
V 0.046 -0.058 0.453
N 0.331 1.700 -2.979
N 1.546 1.067 -3.270
C 2.008 0.189 -2.326
N 3.212 -0.378 -2.569
N 1.234 -0.109 -1.327
N 1.749 -0.799 -0.231
O 0.932 -1.801 0.108
O 2.980 -0.791 0.105
H -0.475 1.099 -3.119
H 0.263 2.557 -3.505
H 1.705 0.760 -4.221
H 3.848 0.181 -3.113
H 3.618 -0.830 -1.755
S -1.878 -0.409 -0.977
C -3.041 0.633 -0.203
C -4.408 0.405 -0.364
C -5.353 1.228 0.231
C -6.747 0.938 0.064
N -7.863 0.697 -0.061
C -4.934 2.325 1.000
C -3.575 2.567 1.154
C -2.625 1.735 0.571
S -0.921 2.067 0.797
C -5.880 3.190 1.640
N -6.617 3.893 2.172
H -4.737 -0.439 -0.955
H -3.252 3.413 1.746
N -2.249 -2.575 2.978
C -2.702 -1.405 3.539
C -1.996 -0.413 2.937
N -1.128 -0.969 2.021
C -1.308 -2.271 2.068
H -2.572 -3.503 3.191
H -3.471 -1.384 4.290
H -2.061 0.653 3.069
H -0.792 -2.995 1.458
C 1.717 2.376 4.357
C 2.129 0.902 4.282
C 3.624 0.777 4.009
C 1.777 0.205 5.592
N 1.390 0.152 3.247
N 1.505 0.683 1.924
H 2.225 2.865 5.189
H 0.640 2.473 4.512
H 1.986 2.934 3.457
H 4.192 1.238 4.817
H 3.910 1.279 3.082
H 3.906 -0.274 3.932
H 2.291 0.681 6.427
H 2.067 -0.845 5.551
H 0.702 0.261 5.784
H 0.403 0.154 3.478
H 2.421 0.394 1.566
H 1.470 1.703 1.944
Se 0.239 -3.354 -2.462
C 0.569 -4.695 -1.189
C -0.468 -5.539 -0.777
C -0.234 -6.518 0.176
C 1.030 -6.653 0.738
C 2.061 -5.808 0.344
C 1.836 -4.837 -0.616
H -1.450 -5.417 -1.213
H -1.037 -7.176 0.482
H 1.212 -7.416 1.484
H 3.043 -5.907 0.789
H 2.628 -4.165 -0.917

***

3.
54
Properties=species:S:1:pos:R:3 method="wB97M-V/def2-TZVPD" smiles="CC(=O)c1cc(-c2ccccc2)n(CCC(=O)NC2CCCCC2)c1C" lumo_energy_ev=0.601 homo_energy_ha=-0.291
C 6.249 -1.630 0.550
C 5.152 -2.230 1.403
O 5.414 -2.851 2.417
C 3.798 -2.007 0.922
C 2.621 -2.461 1.512
N 1.575 -2.062 0.746
C 2.047 -1.333 -0.325
C 3.411 -1.281 -0.237
H 4.057 -0.798 -0.942
C 1.200 -0.732 -1.356
C 0.283 -1.480 -2.088
C -0.481 -0.882 -3.073
C -0.329 0.465 -3.353
C 0.601 1.212 -2.649
C 1.357 0.620 -1.656
H 2.079 1.202 -1.101
H 0.739 2.260 -2.877
H -0.927 0.930 -4.124
H -1.195 -1.473 -3.626
H 0.177 -2.538 -1.902
C 0.185 -2.215 1.087
H -0.365 -2.681 0.263
H 0.118 -2.876 1.951
C -0.482 -0.861 1.383
C -1.575 -0.552 0.359
O -2.145 -1.419 -0.270
N -1.861 0.756 0.242
H -1.379 1.430 0.813
C -2.912 1.249 -0.629
C -2.523 2.602 -1.223
C -2.534 3.715 -0.177
C -3.889 3.789 0.520
C -4.230 2.450 1.166
C -4.250 1.344 0.115
H -5.037 1.549 -0.612
H -4.464 0.380 0.580
H -5.205 2.509 1.652
H -3.491 2.215 1.936
H -3.875 4.577 1.276
H -4.659 4.042 -0.212
H -2.314 4.668 -0.663
H -1.752 3.544 0.567
H -3.239 2.846 -2.010
H -1.535 2.522 -1.679
H -3.003 0.503 -1.427
H 0.264 -0.066 1.383
H -0.960 -0.879 2.365
C 2.459 -3.253 2.757
H 1.887 -2.702 3.504
H 3.446 -3.463 3.160
H 1.952 -4.198 2.559
H 6.207 -2.048 -0.453
H 7.215 -1.851 0.995
H 6.119 -0.552 0.481

***

Molecular weight across the listed records, respectively: 545.92; 672.58; 352.48 g mol⁻¹.
E_tot across the listed records, respectively: -3407.88236; -5749.64764; -1115.16821 a.u..
ΔE to the lowest compared entry with this formula, charge and spin across the listed records, respectively: 0.4720; 2.5040; 0.5075 eV.